Here is a 2-piece molecular cluster, C18H36BFNO9S2 overall from the Open Molecules 2025 dataset. Energies are from the ωB97M-V functional and the def2-TZVPD basis.

Computed properties:
Kohn-Sham gap	4.1	eV
total charge	-1

Each line ends with the natural charge from an NBO analysis.
Element x y z (Å)
H1 0.09889 -3.42569 -1.63922  0.225
C1 1.85834 -2.32359 -1.11634  -0.086
F1 -3.39267 -3.38072 0.49581  -0.479
C2 -1.49960 5.08192 -2.29855  -0.405
H2 -1.16297 2.96776 -2.49190  0.197
C3 -0.11415 -2.87779 0.42685  -0.632
H3 0.57120 3.27280 -1.52334  0.190
H4 6.32812 -4.06261 0.47612  0.198
H5 3.72638 -0.80873 -0.12885  0.171
H6 -3.36248 1.39535 -1.60749  0.172
H7 -4.59882 3.56248 -1.34064  0.172
C4 3.70922 -1.82675 0.28100  -0.052
C5 -0.17612 -5.29469 1.39190  -0.710
C6 -0.77008 -0.14238 1.96632  -0.254
C7 5.13863 -2.24758 0.59191  -0.414
H8 -3.02239 1.35824 0.13853  0.226
H9 -4.23465 3.54837 0.40069  0.214
O1 -2.94092 -5.70964 0.69920  -0.920
S1 -2.39778 -4.53252 0.10512  2.414
H10 -0.25305 -0.89855 2.57349  0.136
C8 -3.86600 3.85833 -0.57841  -0.608
O2 3.13122 -2.71341 -0.66285  -0.547
H11 -0.18270 -5.50712 2.45874  0.259
H12 -0.56435 -6.17164 0.87592  0.272
O3 2.19826 -4.26604 1.70038  -0.942
H13 -2.77327 3.44890 -2.95047  0.193
H14 -1.69311 6.17956 -0.43824  0.199
H15 -1.39189 -3.60655 1.97074  0.264
H16 -0.38755 0.84995 2.20038  0.264
S2 1.51255 -5.20789 0.86848  2.417
H17 5.80070 -1.91028 -0.20856  0.194
H18 -1.84066 -0.13483 2.17703  0.176
C9 -2.48820 3.21478 -0.82324  0.105
C10 -0.46989 4.48755 -0.00860  0.115
H19 -3.78887 4.94734 -0.57940  0.197
C11 5.34499 -3.74949 0.83002  -0.611
B1 -0.88852 -1.52785 -0.00389  1.189
C12 0.73864 -3.33158 -0.76318  0.080
H20 -0.10108 6.27791 -1.15799  0.191
H21 0.56215 -2.55659 1.22313  0.266
H22 4.59635 -4.33932 0.30856  0.228
O4 2.01931 -6.53485 0.72848  -0.923
H23 1.59727 4.46706 -0.72244  0.180
C13 -0.93296 5.59328 -0.96360  -0.395
O5 1.29883 -4.66904 -0.59163  -0.705
H24 -1.69830 1.21042 -1.01198  0.223
H25 -2.44476 -0.82062 -0.74607  0.517
C14 0.77173 3.76260 -0.57000  -0.646
H26 0.34209 4.40692 1.99371  0.230
O6 -0.54582 -0.34367 0.57216  -0.726
H27 3.09983 -1.80071 1.19268  0.171
C15 -0.05842 5.15112 1.30764  -0.597
C16 -0.96502 -4.00426 1.04922  -0.459
H28 1.90860 -2.21883 -2.20376  0.186
C17 -1.98425 3.63110 -2.21242  -0.408
H29 0.70161 5.92230 1.13130  0.171
H30 5.27304 -4.00057 1.88846  0.205
C18 -2.65057 1.70313 -0.82658  -0.621
H31 -0.72976 5.14413 -3.07329  0.192
N1 -1.59678 3.62281 0.28383  -0.229
H32 1.08812 2.99907 0.14078  0.233
H33 5.43258 -1.69891 1.49108  0.203
O7 -1.23375 2.57409 1.15331  -0.874
O8 -2.16617 -4.47024 -1.29353  -0.890
H34 1.59007 -1.34315 -0.70700  0.201
H35 -0.93076 5.61300 1.77319  0.205
H36 -2.30871 5.73877 -2.62970  0.191
O9 -1.83093 -1.53236 -0.99303  -0.895

=====

Here is C18H36BNO31S7 as an isolated structure from the Open Molecules 2025 dataset. Energies are from the ωB97M-V functional and the def2-TZVPD basis.

Computed properties:
Kohn-Sham gap	8.7	eV

Each line ends with the Löwdin charge.
Element x y z (Å)
O1 -6.04690 1.84794 -0.75392  -0.186
H1 11.06633 -3.19165 5.55604  0.138
H2 -3.32522 3.02454 5.26367  0.132
H3 -6.81597 0.61076 -2.23597  0.132
O2 -2.01468 3.41224 3.69998  -0.185
C1 11.50125 -2.86409 4.61033  -0.176
O3 -4.12695 2.50484 -2.12124  -0.185
H4 11.53531 -4.63079 3.32727  0.137
O4 -8.82019 1.33843 -6.52832  -0.206
C2 5.96434 -1.63923 2.46210  -0.076
H5 -9.27398 2.65706 -4.13932  0.132
H6 -3.60265 1.14636 3.72804  0.134
C3 -6.88426 5.82464 -8.02564  -0.173
H7 -4.89966 1.61902 -3.83710  0.119
O5 1.42753 -5.83039 3.64882  -0.194
S1 0.61151 0.69754 0.58366  0.718
H8 -6.51556 6.83002 -7.81546  0.138
O6 -6.62759 1.31470 -5.35900  -0.292
H9 8.11946 -1.05006 4.68269  0.122
S2 -4.66102 2.68468 -0.59319  0.706
O7 1.14728 0.53106 -0.94683  -0.187
O8 1.87555 -5.30821 1.25877  -0.230
O9 3.68753 -6.11418 2.75592  -0.189
O10 -1.93101 4.14276 1.31960  -0.201
C4 -6.26559 1.54798 -2.13269  -0.176
C5 -8.22810 5.54797 -7.36252  -0.169
H10 -8.25509 5.94727 -6.34406  0.133
S3 13.56565 -1.90286 3.60695  0.658
H11 -10.50386 2.52177 -6.24273  0.134
O11 -6.59403 3.09119 -5.82521  -0.270
S4 -1.96055 2.96118 2.13557  0.728
C6 6.74308 -0.24763 2.15484  -0.141
O12 -3.45248 2.31313 2.04879  -0.308
C7 3.45843 -6.97792 3.86844  -0.176
O13 1.48883 -0.04424 1.45110  -0.217
O14 -8.32819 4.12593 -7.28518  -0.205
C8 -0.98490 -0.43903 -0.96517  -0.165
H12 -6.94137 5.67746 -9.10881  0.133
S5 -6.83712 3.48041 -7.18714  0.692
H13 5.85121 -2.37825 1.58000  0.156
O15 -4.98309 4.06866 -0.38479  -0.213
H14 -1.52946 -1.37914 -1.07515  0.137
S6 -7.82571 0.53323 -5.52464  0.692
C9 1.94436 -7.12117 3.96574  -0.182
O16 12.49679 -1.86579 4.83247  -0.196
O17 0.27957 2.07692 0.80405  -0.257
C10 -3.34257 3.25321 4.19595  -0.175
O18 3.37633 -2.14449 2.25661  -0.024
O19 -7.81159 -0.85148 -5.90833  -0.216
O20 -3.78930 1.94482 0.28130  -0.247
O21 13.20104 -0.88324 2.66121  -0.236
C11 12.22362 -3.99024 3.88232  -0.172
O22 -0.99877 1.89921 2.00635  -0.297
H15 1.61870 -7.43314 4.95955  0.134
O23 -6.66202 2.58500 -8.29777  -0.205
H16 -10.73333 0.76125 -6.06729  0.136
O24 3.97497 -0.27022 3.80900  0.077
O25 -0.76814 -0.14786 0.41510  -0.183
H17 12.80620 -4.60070 4.57900  0.131
H18 -10.58252 1.50972 -3.74656  0.138
H19 -5.04194 2.14253 3.38108  0.138
N1 8.21846 -1.43090 3.72044  -0.010
H20 -3.88156 4.19175 4.03407  0.131
O26 -5.99779 4.84197 -7.49397  -0.184
S7 2.41938 -5.11102 2.57563  0.695
H21 10.71855 -2.42678 3.98258  0.111
H22 -4.39644 0.51500 -2.52969  0.131
H23 -6.85017 2.36295 -2.57020  0.129
C12 -9.71543 1.68598 -4.38537  -0.165
C13 8.23842 -0.22869 2.79671  -0.179
H24 3.95443 -7.93832 3.71358  0.134
H25 2.92424 -1.48246 1.64085  0.103
C14 -3.95053 2.12210 3.37378  -0.150
C15 -10.05797 1.59851 -5.86722  -0.160
H26 3.86762 -6.49765 4.76245  0.133
O27 -8.72179 0.68431 -4.17382  -0.197
H27 8.20718 0.68604 3.52751  0.121
H28 -1.57518 0.37553 -1.39637  0.127
C16 -4.87851 1.47149 -2.75656  -0.171
O28 14.88609 -2.01922 4.15950  -0.233
H29 9.14939 -0.10886 2.07885  0.124
H30 0.38173 -0.34629 -2.66975  0.135
O29 2.78128 -3.81801 3.08494  -0.229
H31 6.17855 0.60803 2.71883  0.113
H32 -9.06265 5.95802 -7.93502  0.136
O30 6.97717 -3.41792 4.17742  -0.006
O31 13.13215 -3.34420 2.99080  -0.194
H33 0.89171 -1.45696 -1.37000  0.131
H34 6.65828 0.11324 1.03843  0.131
C17 0.40352 -0.50206 -1.58977  -0.176
B1 4.42077 -1.31553 2.89641  -0.418
H35 4.11999 -0.50680 4.75999  0.116
H36 1.56664 -7.82865 3.22068  0.130
C18 6.99294 -2.30410 3.52592  -0.275

=====

Here is a 7-piece molecular cluster, C18H36Br10O4 overall from the Open Molecules 2025 dataset. Energies are from the ωB97M-V functional and the def2-TZVPD basis.

Computed properties:
multiplicity	2
Kohn-Sham gap (spin up / spin down)	8.3 / 2.2	eV
<S²>	0.76
total charge	+1

Each line ends with the Löwdin spin population.
Element x y z (Å)
H1 -1.35830 2.29608 -2.38549  0.000
H2 -4.70097 -1.14908 -0.39654  0.000
C1 -2.92019 -2.18761 -1.02434  0.009
H3 -0.05541 4.61073 2.27071  0.000
O1 -2.33899 4.76327 0.98626  0.000
Br1 -0.57846 -3.42602 4.08569  0.005
H4 3.51113 4.07762 0.06897  0.000
C2 -0.80730 0.80283 -7.57766  0.000
C3 -0.03191 -0.05603 1.71699  0.005
C4 -2.35801 2.06231 -2.01937  0.000
H5 1.75122 -0.66720 7.43156  0.000
H6 1.32856 -5.65728 3.35131  0.000
Br2 3.69839 -4.78489 2.51363  0.000
Br3 3.06580 2.33743 2.37503  0.000
H7 -2.28603 0.98953 -1.84034  0.000
H8 0.64732 -1.03785 -4.49088  0.000
H9 0.67644 3.69619 0.90505  0.000
H10 -0.37848 -2.52043 -4.67555  0.000
C5 -1.49268 3.81465 0.86307  0.000
C6 1.35988 -3.53239 3.59270  0.000
Br4 3.47710 -2.33963 6.51578  0.000
O2 -1.76372 2.78512 0.09478  0.000
H11 -2.14333 -0.36209 -8.51659  0.000
O3 -2.37632 -1.01335 -5.61440  0.000
H12 4.96294 4.22852 2.27265  0.000
Br5 -0.40077 -1.54426 8.63599  0.000
C7 -1.10093 -0.10233 -8.70112  0.000
C8 -0.36041 -1.45212 -4.45995  0.000
H13 -1.90252 -2.33491 -0.66273  -0.001
H14 -1.03952 0.40135 -9.66581  0.000
H15 0.16117 -3.01330 6.64134  0.000
H16 -3.07222 2.15206 -2.83788  0.000
H17 -0.86620 -1.14972 -3.54298  0.000
H18 1.51338 -2.64126 2.98406  0.000
C9 4.44048 3.53128 0.22998  0.000
C10 0.77552 -2.44131 7.33669  0.000
Br6 5.96787 4.62231 -0.59238  0.000
H19 -0.10370 1.53740 -7.96939  0.000
H20 -3.19937 -0.28140 -0.33525  0.007
O4 -0.39109 0.13062 -6.38730  0.000
C11 -1.17860 -0.74724 -5.58262  0.000
C12 -3.63959 -1.26604 -0.17771  0.009
C13 1.73370 -4.76370 2.87648  0.000
H21 -0.77063 -0.85737 1.70171  0.005
H22 -2.94958 3.89972 -1.09896  0.000
C14 1.70000 -1.46540 6.69106  0.000
H23 1.21927 -3.30776 7.82703  0.000
H24 1.34781 -1.14344 5.71104  0.000
H25 4.30368 2.65727 -0.40679  0.000
H26 -3.79058 2.64346 -0.39065  0.000
H27 1.97809 -3.35799 4.47332  0.000
C15 1.08134 -0.35980 0.67086  0.001
C16 -0.14515 3.74092 1.61996  0.000
H28 -1.68795 1.40780 -7.36178  0.000
Br7 0.65741 0.25173 3.58890  0.004
Br8 -3.41191 -1.87807 1.63713  0.457
H29 1.88400 0.37765 0.66921  0.000
H30 -0.56520 -1.05052 -8.65624  0.000
H31 -0.04059 2.79169 2.14545  0.000
H32 1.50623 -1.31347 0.98402  0.000
H33 1.14390 -4.83075 1.96230  0.000
C17 4.71390 3.29408 1.76974  0.000
Br9 0.25516 -0.47404 -1.18375  0.000
H34 5.56103 2.61460 1.86340  0.000
Br10 -3.83725 -3.90985 -0.97137  0.491
C18 -2.81183 2.85469 -0.82140  0.000
H35 -3.01577 -1.76324 -2.02378  0.007
H36 -0.55124 0.81023 1.30713  0.000

=====

no.,F_max (Eh/bohr),E_tot (eV)
1,0.0157,-64232.1453
2,0.1973,-160720.6980
3,0.1045,-727853.5059